Entry 1:
Density functional theory data (ωB97M-V/def2-TZVPD) for C24H30N4O2OsS2 as an isolated structure.

Computed properties:
Net charge ... +1
Energy above the lowest of the compared OMol25 structures with the same formula, charge and spin ... 0.000 eV
Gap between HOMO and LUMO (alpha / beta) ... 7.16 / 6.48 eV
Spin multiplicity ... 2

Positions of all 63 atoms, in Å:
Os  -0.2538  -0.4709  -0.1284
C  -0.3240  1.7143  -2.2965
N  0.2615  1.4626  -0.9564
C  1.7494  1.3701  -1.0307
C  2.2122  0.0649  -1.6693
N  1.5350  -1.1636  -1.1456
C  1.2383  -2.0532  -2.3089
C  2.2683  -2.0020  -0.1832
C  3.6462  -2.1145  -0.1747
C  4.2655  -3.0095  0.6899
C  3.4984  -3.8098  1.5187
C  2.1142  -3.7109  1.4944
C  1.4820  -2.8057  0.6516
S  -0.2916  -2.6392  0.6761
C  -0.2089  2.5291  -0.0590
C  0.4061  3.7741  -0.0708
C  -0.0761  4.8004  0.7261
C  -1.2008  4.5787  1.5118
C  -1.8164  3.3400  1.5159
C  -1.3287  2.2830  0.7423
S  -2.0793  0.6869  0.8562
H  0.0405  2.6673  -2.6861
H  -1.4065  1.7508  -2.1971
H  -0.0611  0.9086  -2.9783
H  2.1268  1.4603  -0.0171
H  2.1571  2.1900  -1.6299
H  3.2938  0.0003  -1.5680
H  2.0092  0.0990  -2.7388
H  2.1719  -2.3379  -2.7991
H  0.5900  -1.5305  -3.0079
H  0.7278  -2.9425  -1.9488
H  4.2602  -1.5217  -0.8390
H  5.3444  -3.0815  0.7030
H  3.9748  -4.5121  2.1896
H  1.5099  -4.3320  2.1436
H  1.2656  3.9525  -0.7048
H  0.4122  5.7652  0.7210
H  -1.5969  5.3752  2.1284
H  -2.6821  3.1624  2.1420
C  -4.7660  -2.1246  -2.3700
N  -3.4467  -1.5605  -2.6172
C  -3.1268  -1.2083  -3.9926
C  -2.5926  -1.3835  -1.6340
O  -1.4366  -0.9242  -1.8017
H  -5.5347  -1.4137  -2.6718
H  -4.8802  -2.3436  -1.3114
H  -4.8888  -3.0451  -2.9405
H  -3.8836  -0.5242  -4.3758
H  -3.1163  -2.1063  -4.6108
H  -2.1528  -0.7320  -4.0266
H  -2.9387  -1.6733  -0.6425
O  0.9816  0.1710  1.3736
N  0.5153  0.4568  2.6067
C  0.7531  1.6886  3.0767
C  0.3567  2.0274  4.3503
C  -0.2964  1.0863  5.1312
C  -0.5343  -0.1752  4.6089
C  -0.1203  -0.4733  3.3294
H  1.2504  2.3577  2.3907
H  0.5557  3.0257  4.7107
H  -0.6176  1.3350  6.1331
H  -1.0436  -0.9373  5.1799
H  -0.2718  -1.4218  2.8319

Entry 2:
Density functional theory data (ωB97M-V/def2-TZVPD) for C46H52P2RhS2SbSi as an isolated structure in a non-equilibrium geometry.

Computed properties:
Net charge ... 0
Energy above the lowest of the compared OMol25 structures with the same formula, charge and spin ... 0.261 eV
Gap between HOMO and LUMO (alpha / beta) ... 6.46 / 5.71 eV
Spin multiplicity ... 5

Positions of all 105 atoms, in Å:
Rh  1.0422  0.0861  -0.2467
S  1.4951  -2.3462  0.2276
P  -0.5125  -2.5493  0.1238
C  -1.2549  -1.1246  -0.5427
P  -1.2463  -0.8308  -2.2581
S  0.4386  0.1400  -2.7707
C  -2.6608  0.2889  -2.5201
C  -2.6791  1.1573  -3.6068
C  -3.7312  2.0456  -3.7632
C  -4.7664  2.0712  -2.8382
C  -4.7549  1.2029  -1.7565
C  -3.7031  0.3129  -1.5978
C  -1.5178  -2.2018  -3.4178
C  -0.4299  -2.9331  -3.8842
C  -0.6392  -3.9977  -4.7455
C  -1.9268  -4.3323  -5.1421
C  -3.0112  -3.6058  -4.6728
C  -2.8108  -2.5430  -3.8066
C  -1.2085  -2.6598  1.8092
C  -0.8122  -3.6819  2.6668
C  -1.3466  -3.7626  3.9424
C  -2.2837  -2.8303  4.3691
C  -2.6826  -1.8107  3.5179
C  -2.1443  -1.7239  2.2413
C  -0.9223  -4.1763  -0.5850
C  0.0669  -5.0514  -1.0146
C  -0.2864  -6.2865  -1.5380
C  -1.6220  -6.6423  -1.6454
C  -2.6124  -5.7606  -1.2322
C  -2.2651  -4.5311  -0.6996
H  -1.8568  1.1444  -4.3120
H  -3.7405  2.7286  -4.6031
H  -5.5833  2.7708  -2.9622
H  -5.5596  1.2275  -1.0323
H  -3.6732  -0.3696  -0.7570
H  0.5722  -2.6580  -3.5769
H  0.2046  -4.5682  -5.1127
H  -2.0839  -5.1590  -5.8233
H  -4.0146  -3.8678  -4.9849
H  -3.6524  -1.9697  -3.4366
H  -0.0770  -4.4057  2.3336
H  -1.0300  -4.5526  4.6115
H  -2.7041  -2.9012  5.3642
H  -3.4172  -1.0839  3.8437
H  -2.4444  -0.9329  1.5648
H  1.1078  -4.7651  -0.9318
H  0.4851  -6.9713  -1.8671
H  -1.8920  -7.6106  -2.0473
H  -3.6550  -6.0367  -1.3279
H  -3.0317  -3.8379  -0.3689
C  -2.3366  3.3873  3.1627
C  -2.3315  1.9913  2.5501
C  -3.5584  1.7823  1.6714
Sb  -0.4349  1.5117  1.4928
C  -0.0341  3.4009  0.4113
C  -0.0650  4.7197  1.1690
C  -0.9898  3.3870  -0.7804
C  0.6964  1.1492  3.3710
C  0.9119  2.3440  4.2939
C  2.0197  0.4746  3.0363
H  -3.0811  3.4312  3.9638
H  -2.6116  4.1316  2.4157
H  -1.3751  3.6758  3.5824
H  -2.3224  1.2392  3.3444
H  -3.5389  2.4461  0.8055
H  -4.4659  2.0085  2.2418
H  -3.6300  0.7571  1.3051
H  0.9726  3.2327  0.0459
H  -1.0849  5.0321  1.3935
H  0.3924  5.4937  0.5453
H  0.5037  4.6734  2.0988
H  -2.0276  3.5403  -0.4722
H  -0.9305  2.4433  -1.3282
H  -0.7244  4.1898  -1.4754
H  0.0406  0.4231  3.8641
H  1.3744  3.1822  3.7679
H  1.5796  2.0586  5.1141
H  -0.0202  2.6815  4.7458
H  2.6906  1.1859  2.5532
H  1.8873  -0.3793  2.3716
H  2.5067  0.1116  3.9472
C  4.1494  5.3970  1.0550
C  4.2875  4.2530  1.8271
C  4.0188  3.0060  1.2801
C  3.5925  2.8655  -0.0415
C  3.4723  4.0307  -0.8042
C  3.7530  5.2798  -0.2705
Si  3.1642  1.1770  -0.8387
C  4.7330  0.1111  -0.7478
C  5.2760  -0.3274  0.4601
C  6.4598  -1.0493  0.4950
C  7.1178  -1.3632  -0.6861
C  6.5796  -0.9557  -1.8989
C  5.3993  -0.2274  -1.9265
H  4.3531  6.3719  1.4798
H  4.6144  4.3359  2.8572
H  4.1622  2.1284  1.8998
H  3.1534  3.9614  -1.8394
H  3.6752  6.1677  -0.8868
H  3.0946  1.5725  -2.2816
H  4.7672  -0.1151  1.3954
H  6.8721  -1.3759  1.4422
H  8.0409  -1.9284  -0.6609
H  7.0891  -1.2091  -2.8207
H  4.9955  0.0837  -2.8836

Entry 3:
Density functional theory data (ωB97M-V/def2-TZVPD) for a 9-piece molecular cluster, C38H98ClN10O18 overall in a non-equilibrium geometry.

Computed properties:
Net charge ... -1
Gap between HOMO and LUMO ... 8.44 eV

Positions of all 165 atoms, in Å:
Cl  0.8855  2.3136  1.2216
O  -0.4999  2.1189  0.8767
O  1.2426  3.6936  1.0337
O  1.2236  1.8704  2.5660
O  1.6092  1.4836  0.2703
C  4.0293  -1.0732  0.1011
O  3.6752  -2.2017  -0.7033
C  4.1816  -2.1462  -2.0079
C  3.7942  -3.3648  -2.8166
N  4.0980  -4.5889  -2.1354
C  3.8264  -5.7839  -2.8825
C  4.1407  -7.0594  -2.1145
O  3.3449  -7.2094  -0.9643
C  4.0990  -7.5517  0.1848
H  5.0743  -1.2485  0.3793
H  3.3934  -1.1294  0.9746
H  3.8625  -0.1612  -0.4765
H  5.2864  -2.1568  -2.0415
H  3.7762  -1.2405  -2.4832
H  4.1998  -3.2710  -3.8262
H  2.7077  -3.3073  -3.0318
H  3.7508  -4.6772  -1.1918
H  4.5090  -5.8553  -3.7352
H  2.7732  -5.8533  -3.1999
H  5.2189  -7.0145  -1.9209
H  3.9830  -7.9143  -2.7794
H  3.3458  -7.8784  0.9033
H  4.6313  -6.6881  0.5896
H  4.7756  -8.3930  0.0112
C  1.1017  -1.3605  4.8836
O  0.5540  -1.8515  3.6850
C  1.5011  -1.7538  2.6414
C  0.9534  -2.2615  1.3270
N  0.8019  -3.7184  1.4254
C  0.1934  -4.2851  0.2446
C  -0.1710  -5.7475  0.4138
O  -1.1674  -5.8649  1.4418
C  -1.8839  -7.0807  1.3314
H  2.0715  -1.8303  5.0766
H  0.4386  -1.4521  5.7411
H  1.2523  -0.2788  4.7529
H  2.3686  -2.3479  2.9507
H  1.7188  -0.6907  2.4659
H  1.4809  -1.8890  0.4540
H  -0.0696  -1.8537  1.1983
H  0.2662  -3.9337  2.2582
H  0.9226  -4.2135  -0.5673
H  -0.7579  -3.8210  -0.0641
H  0.6397  -6.4223  0.7132
H  -0.5498  -6.1330  -0.5414
H  -1.5461  -7.7258  0.5187
H  -2.9535  -6.9041  1.2175
H  -1.7603  -7.5940  2.2904
C  -4.6423  -5.4839  2.7150
O  -4.7040  -4.3101  3.4912
C  -3.4707  -3.8915  4.0110
C  -3.8233  -2.7820  4.9974
N  -4.6609  -1.6910  4.5529
C  -4.0164  -0.8081  3.5790
C  -5.0721  -0.1017  2.7554
O  -5.8164  -0.9797  1.9270
C  -5.0394  -1.8829  1.1698
H  -5.6755  -5.7539  2.4920
H  -4.1204  -6.3110  3.2093
H  -4.1576  -5.2723  1.7513
H  -2.7492  -3.6066  3.2387
H  -3.0184  -4.7016  4.5972
H  -2.9109  -2.4006  5.4547
H  -4.2993  -3.2727  5.8561
H  -5.5164  -2.0636  4.1527
H  -3.2798  -1.3410  2.9677
H  -3.3835  -0.0996  4.1245
H  -4.6937  0.7400  2.1769
H  -5.7612  0.3771  3.4585
H  -4.2380  -1.3645  0.6284
H  -5.7385  -2.3333  0.4705
H  -4.5681  -2.6338  1.8038
C  2.0572  7.7916  4.4070
O  0.6763  7.8230  4.6855
C  0.2930  6.6685  5.4041
C  -0.2151  5.5668  4.4986
N  -1.4713  5.9099  3.8266
C  -1.8155  4.8820  2.8470
C  -3.0189  5.3512  2.0440
O  -2.6840  6.4428  1.2203
C  -3.7876  6.9822  0.5280
H  2.6076  7.9360  5.3365
H  2.3525  8.3884  3.5469
H  2.3375  6.7965  4.0234
H  -0.5795  6.9463  6.0127
H  1.0564  6.3299  6.1076
H  -0.3059  4.6430  5.0677
H  0.5249  5.4743  3.6804
H  -1.3500  6.7662  3.2926
H  -2.0399  3.9217  3.3163
H  -1.0071  4.7019  2.1190
H  -3.7866  5.6704  2.7660
H  -3.3612  4.4588  1.4974
H  -4.4328  6.2339  0.0549
H  -3.2780  7.6479  -0.1599
H  -4.4786  7.4918  1.2128
C  -2.9675  2.1603  -8.6660
O  -3.3790  2.4181  -7.3535
C  -3.1851  3.7122  -6.8877
C  -1.7955  4.0007  -6.3627
N  -1.6557  5.2451  -5.5914
C  -0.2334  5.5501  -5.3641
C  0.3939  4.6563  -4.2844
O  -0.3731  4.8899  -3.1124
C  0.0743  4.0534  -2.0317
H  -1.9243  2.4206  -8.8771
H  -3.5844  2.7775  -9.3341
H  -3.1167  1.1129  -8.9079
H  -3.9583  3.9783  -6.1569
H  -3.4485  4.4784  -7.6404
H  -1.1107  3.9458  -7.2179
H  -1.4265  3.1746  -5.7330
H  -2.0022  5.0138  -4.6607
H  -0.1488  6.6027  -5.0902
H  0.3417  5.4239  -6.2849
H  1.4648  4.8787  -4.1824
H  0.3257  3.5792  -4.4879
H  1.0765  4.3559  -1.7169
H  0.0235  2.9704  -2.1777
H  -0.6399  4.3383  -1.2561
C  3.3289  -4.5171  -6.4328
O  2.5241  -3.5311  -5.8727
C  1.2855  -3.3489  -6.5337
C  0.4808  -2.3826  -5.6890
N  0.5751  -0.9946  -6.0517
C  -0.3669  -0.1665  -5.3044
C  0.0796  0.0553  -3.8433
O  -0.3643  -1.0452  -3.0639
C  -0.1623  -0.7636  -1.6863
H  4.2260  -4.7053  -5.8533
H  3.6250  -4.2309  -7.4559
H  2.7953  -5.4626  -6.6087
H  0.7807  -4.2859  -6.7938
H  1.5063  -2.8737  -7.5052
H  0.7217  -2.6192  -4.6462
H  -0.5701  -2.6581  -5.8161
H  1.4803  -0.5466  -6.0133
H  -1.2947  -0.7416  -5.2428
H  -0.6085  0.7607  -5.8236
H  -0.2980  1.0143  -3.4731
H  1.1769  -0.0081  -3.8420
H  0.7984  -0.2935  -1.4621
H  -0.3829  -1.6908  -1.1673
H  -0.8934  -0.0316  -1.3127
C  0.7955  3.0671  6.7249
O  1.6494  3.9775  6.7377
N  0.5413  2.2605  5.6173
N  0.1831  2.6288  7.9071
H  0.9914  2.3302  4.7230
H  -0.2215  1.6154  5.6909
H  -0.3371  1.7789  7.9379
H  0.2572  3.2252  8.7075
C  4.4448  3.5162  3.6008
O  5.5033  4.0211  4.0437
N  3.2605  3.6042  4.3285
N  4.3306  2.8343  2.4056
H  2.4271  3.3867  3.8075
H  3.2163  4.0772  5.2103
H  5.0924  2.7581  1.7665
H  3.3907  2.6930  2.0861

Entry 4:
Density functional theory data (ωB97M-V/def2-TZVPD) for C19H22AuN7O2 as an isolated structure in a non-equilibrium geometry.

Computed properties:
Net charge ... +2
Energy above the lowest of the compared OMol25 structures with the same formula, charge and spin ... 0.000 eV
Gap between HOMO and LUMO ... 5.26 eV

Positions of all 51 atoms, in Å:
Au  -0.6127  0.6661  -0.9278
O  2.8454  -2.7966  -3.3972
C  1.9970  -3.5436  -2.6891
C  2.2406  -4.9161  -2.6866
C  1.3926  -5.7749  -2.0319
C  0.2621  -5.2991  -1.3430
C  0.0292  -3.9595  -1.2943
C  0.8935  -3.0402  -1.9535
C  0.6210  -1.6487  -1.8306
O  -0.3305  -1.2707  -0.9727
N  1.2937  -0.7495  -2.5367
N  0.8930  0.4852  -2.2870
C  1.4404  1.5984  -2.6219
C  0.7525  2.8145  -2.2147
C  1.1360  4.0783  -2.6036
C  0.3715  5.1709  -2.2030
C  -0.7690  4.9664  -1.4441
C  -1.1028  3.6758  -1.0723
N  -0.3470  2.6330  -1.4334
H  2.5702  -1.8681  -3.3945
H  3.1071  -5.2700  -3.2284
H  1.5992  -6.8371  -2.0522
H  -0.4099  -5.9878  -0.8515
H  -0.8292  -3.5793  -0.7594
H  2.3737  1.6182  -3.1738
H  2.0066  4.2058  -3.2323
H  0.6624  6.1726  -2.4907
H  -1.3984  5.7898  -1.1377
H  -1.9789  3.4667  -0.4743
C  0.4438  0.3365  1.6618
N  -0.9832  0.5647  1.1578
C  -1.5165  1.8062  1.8362
N  -1.4643  1.6539  3.2605
C  -0.0815  1.4251  3.6937
N  0.4570  0.2013  3.0850
C  -0.3819  -0.9469  3.4675
N  -1.7670  -0.7337  3.0387
C  -1.8317  -0.6148  1.6117
C  -2.2772  0.4935  3.6621
H  1.0516  1.1953  1.3649
H  0.8280  -0.5695  1.1928
H  -2.5502  1.9510  1.5176
H  -0.9100  2.6589  1.5229
H  -0.0589  1.3278  4.7769
H  0.5393  2.2749  3.4057
H  -0.3504  -1.0708  4.5477
H  0.0094  -1.8493  2.9969
H  -2.8606  -0.4317  1.3007
H  -1.4595  -1.5138  1.1238
H  -2.2302  0.3910  4.7440
H  -3.3155  0.6503  3.3690

Entry 5:
Density functional theory data (ωB97M-V/def2-TZVPD) for an isolated molecule of C3H3NS2 in a non-equilibrium geometry.

Computed properties:
SMILES ... N#CC(=S)CS
Net charge ... 0
Energy above the lowest of the compared OMol25 structures with the same formula, charge and spin ... 0.701 eV
Gap between HOMO and LUMO ... 8.13 eV

Positions of all 9 atoms, in Å:
N  1.6073  2.0530  -0.4619
C  1.3180  0.9620  -0.1842
C  0.7615  -0.4095  0.0516
S  1.6091  -1.6380  -0.4600
C  -0.5848  -0.3533  0.6550
S  -1.9777  -0.2850  -0.5512
H  -0.7290  0.5661  1.1991
H  -0.7320  -1.1984  1.3248
H  -1.2725  0.3031  -1.5732

Entry 6:
Density functional theory data (ωB97M-V/def2-TZVPD) for C5H6N2O2S as an isolated structure in a non-equilibrium geometry.

Computed properties:
Net charge ... 0
Energy above the lowest of the compared OMol25 structures with the same formula, charge and spin ... 6.782 eV
Gap between HOMO and LUMO ... 9.42 eV

Positions of all 16 atoms, in Å:
C  -1.1632  -0.6561  1.5362
C  0.1150  -0.3947  2.0162
C  -1.1807  -0.4006  0.2268
C  1.1433  0.6616  -1.2157
C  -2.1453  -0.5945  -0.8513
N  0.8424  0.0768  1.0455
N  0.0997  0.0761  -0.0716
O  3.3652  1.9558  -1.1126
O  2.1160  -0.4449  -1.2831
S  2.6038  0.7736  -0.2915
H  -1.9703  -0.8249  2.2654
H  0.5552  -0.4197  2.9940
H  -2.0181  -1.5171  -1.3335
H  -1.9592  0.1275  -1.6399
H  -3.2476  -0.6103  -0.4703
H  2.8438  2.1914  -1.8145

Entry 7:
Density functional theory data (ωB97M-V/def2-TZVPD) for an isolated molecule of C4H6N2 in a non-equilibrium geometry.

Computed properties:
SMILES ... N#C[C@H]1CCN1
Net charge ... 0
Energy above the lowest of the compared OMol25 structures with the same formula, charge and spin ... 3.038 eV
Gap between HOMO and LUMO ... 10.56 eV

Positions of all 12 atoms, in Å:
N  2.2013  0.8823  -0.9223
C  1.7250  0.0829  -0.2285
C  0.6502  -0.3861  0.6477
C  -0.2544  0.8946  0.3163
C  -1.1766  -0.1394  -0.4191
N  -0.3971  -1.2588  0.1403
H  0.9748  -0.6081  1.6744
H  -0.7394  1.2102  1.2538
H  0.5232  1.5654  -0.3298
H  -1.1469  -0.0635  -1.5078
H  -2.2325  -0.1913  -0.1171
H  -0.1276  -1.9882  -0.5080

Please write out number 5 again, unchanged.
Density functional theory data (ωB97M-V/def2-TZVPD) for an isolated molecule of C3H3NS2 in a non-equilibrium geometry.

Computed properties:
SMILES ... N#CC(=S)CS
Net charge ... 0
Energy above the lowest of the compared OMol25 structures with the same formula, charge and spin ... 0.701 eV
Gap between HOMO and LUMO ... 8.13 eV

Positions of all 9 atoms, in Å:
N  1.6073  2.0530  -0.4619
C  1.3180  0.9620  -0.1842
C  0.7615  -0.4095  0.0516
S  1.6091  -1.6380  -0.4600
C  -0.5848  -0.3533  0.6550
S  -1.9777  -0.2850  -0.5512
H  -0.7290  0.5661  1.1991
H  -0.7320  -1.1984  1.3248
H  -1.2725  0.3031  -1.5732

- Which value of net charge does entry 2 give?
  0